Entry 1:
# C2H7OPS2

2 unconnected molecules or ions with the total composition C2H7OPS2 (wB97M-V/def2-TZVPD, OMol25).

As for the charge: 0. The calculation puts the LUMO energy at -0.64 eV. The structure (SMILES) is OP=S.CSC.

Last column: Mulliken charge in e.
Geometry (Å):
O 2.93913 0.37798 -0.92076  -0.457
P 2.60941 -0.34078 0.53461  0.313
S 3.90604 0.46517 1.73958  -0.279
H 2.23395 0.26821 -1.59809  0.359
C -1.97503 0.99894 0.57676  -0.845
S -0.27927 0.19786 0.71692  0.007
C -0.63700 -1.14466 -0.47200  -1.026
H -2.77401 0.35887 0.97639  0.309
H -1.74912 1.99054 1.04639  0.275
H -2.41457 1.02453 -0.47329  0.257
H 0.32669 -1.59938 -0.64442  0.327
H -0.91015 -0.80388 -1.40702  0.363
H -1.27607 -1.79339 -0.07507  0.396

Atomic forces in eV per Å
O -0.7998 -0.3005 -0.0304
P 1.6657 1.1315 0.0981
S -1.0543 -0.7524 -0.7578
H 0.5361 -0.0869 0.6789
C 0.3439 -0.1331 -0.8869
S -2.0851 -0.0021 -0.9823
C 3.9341 2.1691 0.5164
H 0.5755 0.4110 1.1271
H -1.1639 -0.8585 -0.4609
H 1.4759 0.6954 0.8030
H 0.2645 -0.6207 0.1595
H -1.0180 1.0861 -1.8005
H -2.6746 -2.7388 1.5356

Entry 2:
# C2H7OS

2 unconnected molecules or ions with the total composition C2H7OS (wB97M-V/def2-TZVPD, OMol25).

As for the charge: -1. The calculation puts the LUMO energy at 3.49 eV.

Last column: Mulliken charge in e.
Geometry (Å):
C -1.61742 0.47310 0.85769  -0.473
S -3.03057 0.34889 -0.31701  -0.299
H -1.17394 1.45554 0.71289  0.205
H -2.01012 0.38114 1.86237  0.264
H -0.86745 -0.25902 0.54732  0.181
H -2.64490 -0.77689 -0.92637  0.106
C 2.25896 -0.32585 -0.53846  -0.667
O 1.02947 -0.32571 0.01569  -0.785
H 2.34737 0.26541 -1.49217  0.163
H 3.06150 0.10344 0.11531  0.151
H 2.64711 -1.34006 -0.83728  0.153

Atomic forces in eV per Å
C -0.4197 0.2375 -0.7239
S 0.0010 0.0008 0.1432
H 0.0703 -0.0862 0.0770
H 0.1313 -0.2251 0.1761
H 0.2007 0.1277 0.3431
H 0.0321 0.0138 -0.0136
C -0.0767 -0.0709 -0.1610
O -0.0155 -0.0245 0.0056
H -0.0216 0.0286 0.0345
H 0.0773 -0.0363 0.0233
H 0.0209 0.0344 0.0957

Entry 3:
# C2H7OS

2 unconnected molecules or ions with the total composition C2H7OS (wB97M-V/def2-TZVPD, OMol25).

As for the charge: -1. The calculation puts the LUMO energy at 3.99 eV.

Last column: Mulliken charge in e.
Geometry (Å):
O 1.92033 -1.49522 1.38576  -0.678
H 1.36912 -1.21801 0.63480  0.306
C -0.05621 -0.06876 -1.92291  -0.832
S -0.75193 -0.64676 -0.39820  -0.388
C -1.03149 0.78922 0.62862  -0.882
H -0.10783 0.91949 -2.34642  0.209
H 0.41015 -0.87748 -2.46681  0.139
H 1.57536 -0.92359 2.07715  0.305
H -0.34891 1.59896 0.31555  0.276
H -1.98268 1.30368 0.39337  0.293
H -0.99590 0.61846 1.69908  0.252

Atomic forces in eV per Å
O 0.2107 0.1347 0.2278
H -0.3065 -0.1299 -0.3330
C 0.3551 -0.1909 0.2656
S -0.3765 -0.3415 -0.1800
C -0.1689 1.6658 -1.0295
H -0.5711 0.1030 0.1189
H 0.2278 0.0876 0.0605
H 0.0547 -0.0465 0.1206
H 0.5410 -0.4170 0.4142
H -0.1034 -0.6032 0.1768
H 0.1372 -0.2619 0.1581

Entry 4:
# C2H7OS

2 unconnected molecules or ions with the total composition C2H7OS (wB97M-V/def2-TZVPD, OMol25).

As for the charge: -1. The calculation puts the LUMO energy at 4.00 eV.

Last column: Mulliken charge in e.
Geometry (Å):
O -2.03766 1.47699 -0.25717  -0.661
H -2.77445 1.14310 -0.74805  0.298
C 0.96157 0.26020 0.82403  -0.874
C 0.40547 -0.41418 -0.37880  -0.526
S 1.27511 -1.55372 -1.30464  -0.473
H 1.14484 1.38327 0.84987  0.196
H 1.92487 -0.18908 1.09662  0.339
H 0.29639 0.12785 1.67435  0.240
H -1.55817 0.61718 -0.16339  0.316
H -0.54682 -0.06555 -0.78754  0.172
H 0.90886 -2.78605 -0.80527  -0.028

Atomic forces in eV per Å
O 0.2748 -0.6115 0.5073
H -1.0122 0.1543 -0.5736
C 0.2832 0.6222 0.5349
C -0.2580 0.3446 -0.6635
S -0.2608 0.1134 0.1207
H -0.1052 -0.7027 -0.5972
H -0.1156 -0.0234 -0.0003
H -0.0985 -0.1087 0.7040
H 0.1884 0.9634 0.3898
H 0.9409 -0.4566 -0.4002
H 0.1629 -0.2949 -0.0218

Entry 5:
# C2H7OS

2 unconnected molecules or ions with the total composition C2H7OS (wB97M-V/def2-TZVPD, OMol25).

As for the charge: -1. The calculation puts the LUMO energy at 4.41 eV.

Last column: Mulliken charge in e.
Geometry (Å):
O 0.40912 -2.88574 1.29821  -0.620
H -0.27939 -2.32579 1.59929  0.287
C -1.21340 1.91805 -1.11974  -1.013
C -0.78572 0.95547 0.02610  -0.459
S 0.86971 0.20632 -0.20586  -0.722
H -0.81002 2.92276 -0.98085  0.242
H -2.30884 1.89713 -1.07601  0.314
H -0.90348 1.55016 -2.09742  0.269
H -0.87740 1.52109 0.95736  0.224
H -1.57921 0.19654 0.05520  0.165
H 1.09068 -2.38859 0.88578  0.312

Atomic forces in eV per Å
O -0.0274 -2.7492 0.5939
H -0.4634 1.2828 0.0027
C -0.1140 -0.6503 0.6302
C 0.0555 0.1341 -0.8074
S -0.2047 0.2103 0.2043
H -0.0945 0.0010 -0.0221
H -0.0670 0.6219 -0.2844
H 0.0876 -0.1081 0.0602
H 0.1733 -0.0652 0.1355
H 0.2493 -0.1804 0.1188
H 0.4052 1.5031 -0.6317

Entry 6:
# C2H7OS2

3 unconnected molecules or ions with the total composition C2H7OS2 (wB97M-V/def2-TZVPD, OMol25).

As for the charge: -1. The calculation puts the LUMO energy at 3.72 eV.

Last column: Mulliken charge in e.
Geometry (Å):
C 2.93408 -0.43539 1.80558  0.160
O 3.69618 -0.60766 2.72398  -0.496
H 1.93403 -0.87426 1.77741  0.088
H -1.81141 1.26945 -3.86840  0.068
H 3.15440 0.20314 0.93374  0.208
C -1.92151 -0.18999 0.19800  -0.758
S -0.36838 -1.10976 0.01813  -0.214
S 0.97908 0.06017 -1.03238  -0.688
H -1.80287 0.84512 -0.13413  0.232
H -2.72219 -0.63132 -0.40521  0.229
H -2.26357 -0.19732 1.23037  0.239
H -1.80785 1.66782 -3.24707  -0.069

Atomic forces in eV per Å
C -0.0913 0.3468 -0.1829
O 0.2152 -0.0578 0.1176
H -0.2750 -0.2158 -0.0028
H -0.0271 -0.0575 -0.1272
H 0.1584 -0.0592 0.0706
C -0.3322 0.2644 -0.3989
S 0.1326 -0.2902 0.1567
S -0.2292 0.1327 -0.0104
H 0.1884 -0.1195 0.1092
H 0.1222 -0.0279 -0.0654
H 0.1098 0.0330 0.2090
H 0.0281 0.0510 0.1244

Entry 7:
# C2H7PS3

A molecular structure, C2H7PS3 (wB97M-V/def2-TZVPD, OMol25).

As for the charge: 0. The calculation puts the LUMO energy (spin up / spin down) at -1.09 / -1.33 eV.

Last column: Mulliken charge in e.
Geometry (Å):
C 1.25356 -1.68477 1.19285  -0.824
C -1.98099 -0.18187 -1.35669  -0.774
P 0.62852 -0.88616 -0.35761  0.166
S 0.66109 3.62029 0.41195  -0.173
S 1.11745 1.68847 0.70514  -0.189
S -1.42855 -1.01442 0.10110  -0.032
H 0.46903 -1.84432 2.05882  0.272
H 1.81564 -2.72881 1.03299  0.305
H 2.08927 -1.01071 1.56343  0.270
H -2.04532 0.97384 -1.13989  0.247
H -2.89961 -0.61552 -1.65775  0.322
H -1.26470 -0.28525 -2.19400  0.287
H 1.58461 3.96924 -0.36035  0.123

Atomic forces in eV per Å
C 0.8819 -1.3022 1.6593
C 0.8768 2.9503 -0.4416
P -0.8450 0.4975 0.9245
S -2.6172 -0.7379 1.3511
S 0.5338 -1.3974 0.4642
S 1.3466 -0.4930 0.2176
H 1.5420 0.4883 -1.8361
H -1.4246 2.2323 -0.0514
H -0.9829 -0.6002 -0.1651
H -0.2080 -2.2624 -0.4712
H -1.0317 -0.0460 -0.2704
H -0.3146 -0.0993 0.4571
H 2.2428 0.7700 -1.8380

Entry 8:
# C2H7S

2 unconnected molecules or ions with the total composition C2H7S (wB97M-V/def2-TZVPD, OMol25).

As for the charge: -1. The calculation puts the LUMO energy at 4.27 eV.

Last column: Mulliken charge in e.
Geometry (Å):
S 2.67500 0.56405 1.34838  -0.855
H 2.37108 -0.43572 2.05172  -0.111
C -0.38351 0.14838 -1.15531  -0.830
C -0.90756 -0.24108 0.25130  -0.701
H 0.56454 -0.17509 -1.40007  0.297
H -1.03626 -0.21430 -1.93384  0.309
H -0.28813 1.29038 -1.25099  0.207
H -0.08675 -0.64003 0.89015  0.119
H -1.74231 -0.92153 0.37937  0.328
H -1.16611 0.62494 0.81929  0.237

Atomic forces in eV per Å
S 0.6720 2.1481 -1.5254
H -0.6474 -2.1550 1.5258
C -2.0721 2.1889 0.7381
C 1.6612 -0.2643 0.7051
H 2.1345 -1.0488 0.0257
H -0.4508 0.0460 -0.3799
H -0.4084 -1.5983 0.1534
H -0.2995 0.0912 -0.6790
H -0.2221 -0.2721 -0.7585
H -0.3673 0.8643 0.1948

Entry 9:
# C2H7S

2 unconnected molecules or ions with the total composition C2H7S (wB97M-V/def2-TZVPD, OMol25).

As for the charge: -1. The calculation puts the LUMO energy at 3.49 eV.

Last column: Mulliken charge in e.
Geometry (Å):
S -4.45190 -0.44614 1.04634  -0.883
H -3.10936 -0.62125 0.99834  -0.123
C 0.71088 0.23412 0.42511  -0.815
C 1.33220 0.00428 -0.97627  -0.638
H -0.19897 -0.46950 0.54197  0.219
H 0.24684 1.23616 0.46538  0.263
H 1.28760 0.12648 1.35212  0.305
H 0.37415 0.08701 -1.64968  0.198
H 1.98529 0.87845 -1.09867  0.223
H 1.82328 -1.02960 -1.10465  0.250

Atomic forces in eV per Å
S 0.2815 -0.0300 -0.0208
H -0.2495 0.0328 0.0126
C -2.3515 -1.1421 0.3012
C -1.6574 -0.3656 0.3062
H 1.4080 0.9857 -0.0156
H 0.3055 -0.3280 -0.1014
H 0.4229 -0.1144 -0.5537
H 2.2319 -0.2010 0.7268
H 0.2135 -0.6541 -0.7756
H -0.6048 1.8165 0.1204

Entry 10:
# C2H7S

2 unconnected molecules or ions with the total composition C2H7S (wB97M-V/def2-TZVPD, OMol25).

As for the charge: -1. The calculation puts the LUMO energy at 3.64 eV.

Last column: Mulliken charge in e.
Geometry (Å):
S 3.86171 1.75900 1.35283  -0.923
H 3.04510 2.41816 2.18426  -0.074
C -0.34846 -0.97844 -0.18762  -0.871
C -1.42768 -0.05025 -0.72433  -0.735
H 0.53519 -1.04653 -0.82153  0.281
H -0.71334 -2.00447 -0.06142  0.270
H 0.04049 -0.69980 0.79280  0.293
H -1.07357 0.98048 -0.67549  0.257
H -1.60252 -0.32377 -1.76329  0.242
H -2.31693 -0.05437 -0.09620  0.259

Atomic forces in eV per Å
S 0.0502 -0.0788 -0.0884
H -0.0782 0.0646 0.0807
C 0.2665 -0.6339 0.5937
C 0.8118 0.2264 0.3035
H -0.1058 0.2037 -0.1954
H -0.1123 0.0658 -0.1566
H -0.1418 0.2742 -0.0128
H 0.0915 0.0195 -0.2763
H -0.5399 0.1959 0.0161
H -0.2421 -0.3376 -0.2644

Entry 11:
# C2H7S2

2 unconnected molecules or ions with the total composition C2H7S2 (wB97M-V/def2-TZVPD, OMol25).

As for the spin multiplicity: 2. As for the charge: 0. The calculation puts the LUMO energy (spin up / spin down) at 0.85 / -2.60 eV.

Last column: Mulliken charge in e.
Geometry (Å):
S -0.93661 2.47683 2.06494  -0.141
H -1.70343 1.57806 2.66324  0.151
C -0.56206 -0.22164 -0.27408  -0.832
C 0.84651 -0.83267 -0.23401  -0.470
S 1.52426 -0.90285 -1.93190  -0.199
H -1.17015 -1.02358 -0.69283  0.281
H -1.03887 -0.04650 0.70116  0.100
H -0.61827 0.74419 -0.76879  0.401
H 0.75967 -1.85525 0.13016  0.307
H 1.53134 -0.32618 0.44408  0.300
H 1.36760 0.40960 -2.10197  0.101

Atomic forces in eV per Å
S 0.2931 0.3285 -0.2242
H -0.2883 -0.3214 0.2344
C -0.1006 -0.6701 0.7998
C -0.3821 0.3095 0.1930
S 0.0127 -0.1096 0.4937
H -0.3648 0.6042 -0.6488
H 0.5639 -0.1531 0.2154
H -0.0075 -0.2271 -0.5089
H 0.1378 -0.0864 -0.1399
H 0.0431 0.1652 -0.1672
H 0.0927 0.1602 -0.2474

Entry 12:
# C2H8

2 unconnected molecules or ions with the total composition C2H8 (wB97M-V/def2-TZVPD, OMol25).

As for the charge: 0. The calculation puts the LUMO energy at 1.09 eV. The structure (SMILES) is C.C.

Last column: Mulliken charge in e.
Geometry (Å):
C 0.06585 1.24903 0.36042  -1.092
H 0.16335 2.24388 0.81951  0.351
H -0.07514 1.35778 -0.72508  0.239
H -0.80174 0.72892 0.79256  0.246
H 0.97726 0.66459 0.55478  0.253
C -0.06594 -1.24879 -0.36024  -0.936
H 0.19368 -1.63636 0.63595  0.308
H -0.08886 -0.14939 -0.33200  0.002
H -1.05514 -1.62870 -0.65541  0.317
H 0.68668 -1.58095 -1.09048  0.312

Atomic forces in eV per Å
C 0.2707 2.3743 1.1877
H -0.0368 -0.1008 -0.1459
H 0.0790 0.3724 0.4674
H 0.3688 0.6487 0.0686
H -0.3093 0.7077 0.1459
C -0.1651 -0.6904 -0.6527
H -0.0844 0.1247 -0.2972
H -0.1992 -3.3116 -1.0558
H 0.3178 -0.0587 0.0700
H -0.2414 -0.0662 0.2119

Ordered energy relative to the best compared isomer or geometry (same formula, charge and spin) results: 1.588 2.026 3.004 2.757 0.367 1.675 2.328 0.491 0.580 0.160 0.299 1.350; unit eV.
Ordered largest force on an atom results: 4.522 0.870 1.965 1.174 2.813 0.583 3.109 3.103 2.631 0.908 1.048 3.482; unit eV/A.